Entry from the OMol25 dataset: an isolated molecule of C5H4O2 in a non-equilibrium geometry (the ωB97M-V functional and the def2-TZVPD basis).

Values from the calculation:
SMILES string: C=C[C@H]1OC1=C=O
Multiplicity: 1
Orbital gap, eV: 9.03
Relative energy (zero: lowest compared OMol25 entry of this formula, charge and spin), kcal per mole: 93.7

CARTESIAN COORDINATES (ANGSTROEM)
O (1.25111, -1.04836, 1.21498)
O (-1.26563, 0.70055, 3.01130)
C (-0.61374, 0.29816, 2.16805)
C (-0.09064, -0.69706, 1.40328)
C (0.53244, 0.28272, -0.79904)
C (0.33917, -0.89910, 0.07203)
C (-0.34570, 0.65397, -1.70951)
H (-0.23313, 1.49793, -2.25936)
H (0.26257, -1.76578, -0.50098)
H (1.52435, 0.70989, -0.68420)
H (-1.36081, 0.26707, -1.91654)

Atomic partial charges in e from the Löwdin method, atoms 1 to 5:
1. O 0.033
2. O 0.198
3. C -0.091
4. C -0.174
5. C -0.112